{"formula": "C22H19FN2O", "method": "wB97M-V/def2-TZVPD", "homo_lumo_gap_ev": 9.515, "energy_ev": -30867.386, "e_homo_ev": -8.9, "e_above_lowest_kj_mol": 6.4, "charge": 0, "smiles": "O=C(NN=C(Cc1ccccc1)Cc1ccccc1)c1ccc(F)cc1", "elements": ["O", "C", "N", "N", "C", "C", "C", "C", "C", "C", "C", "C", "H", "H", "H", "H", "H", "H", "H", "C", "C", "C", "C", "C", "C", "C", "H", "H", "H", "H", "H", "H", "H", "H", "C", "C", "C", "C", "C", "C", "H", "H", "F", "H", "H"], "positions_angstrom": [[-0.266, 1.598, -2.867], [-0.411, 1.107, -1.765], [0.525, 0.232, -1.290], [0.547, -0.214, -0.021], [1.436, -1.012, 0.406], [1.299, -1.425, 1.851], [-0.067, -2.016, 2.088], [-1.051, -1.302, 2.757], [-2.307, -1.849, 2.950], [-2.599, -3.112, 2.463], [-1.626, -3.828, 1.787], [-0.367, -3.283, 1.604], [0.391, -3.848, 1.080], [-1.846, -4.813, 1.405], [-3.580, -3.539, 2.611], [-3.060, -1.289, 3.486], [-0.833, -0.311, 3.128], [1.427, -0.547, 2.487], [2.070, -2.154, 2.105], [2.569, -1.586, -0.419], [3.399, -0.511, -1.077], [3.698, -0.563, -2.434], [4.461, 0.430, -3.023], [4.931, 1.487, -2.264], [4.641, 1.544, -0.911], [3.881, 0.551, -0.321], [3.654, 0.598, 0.735], [5.006, 2.366, -0.313], [5.522, 2.264, -2.725], [4.684, 0.378, -4.078], [3.332, -1.385, -3.034], [3.213, -2.191, 0.224], [2.149, -2.247, -1.185], [1.311, 0.051, -1.917], [-1.578, 1.398, -0.891], [-2.106, 2.686, -0.931], [-3.206, 3.020, -0.166], [-3.783, 2.040, 0.622], [-3.295, 0.746, 0.659], [-2.185, 0.427, -0.100], [-1.802, -0.580, -0.079], [-3.781, 0.004, 1.273], [-4.860, 2.354, 1.373], [-3.621, 4.015, -0.178], [-1.638, 3.420, -1.570]], "lowdin_charge": [0.077, -0.419, 0.092, 0.111, -0.278, -0.091, -0.238, -0.050, -0.098, -0.092, -0.083, -0.043, 0.114, 0.102, 0.101, 0.104, 0.116, 0.121, 0.117, -0.079, -0.259, -0.058, -0.076, -0.085, -0.073, -0.036, 0.117, 0.104, 0.102, 0.105, 0.115, 0.121, 0.127, 0.138, -0.140, -0.008, -0.001, -0.269, 0.001, -0.021, 0.107, 0.107, 0.058, 0.118, 0.121]}